i | DFT (the ωB97M-V functional and the def2-TZVPD basis) results for a single C2F4OS molecule.

Bonds (Å) are listed after each position.
Cartesian coordinates (Å):
1 C 0.3992 0.1769 0.2112  C2 1.533, F4 1.379, S8 1.665
2 C -1.0957 -0.0948 0.0081  C1 1.533, F5 1.379, F6 1.316, F7 1.430
3 O 2.9151 0.2676 -0.3306  S8 1.420
4 F 0.8178 0.8956 1.3112  C1 1.379
5 F -1.6492 0.3845 -1.1610  C2 1.379
6 F -1.9378 0.1189 0.9970  C2 1.316
7 F -1.1197 -1.4998 -0.2590  C2 1.430
8 S 1.6702 -0.2490 -0.7769  C1 1.665, O3 1.420

Highest occupied orbital energy ... -10.5 eV
Gap between HOMO and LUMO ... 9.30 eV
LUMO ... -0.042 Eh

Charges per atom according to Löwdin partitioning, unit e:
1 C -0.3803
2 C -0.5212
3 O -0.4808
4 F 0.0133
5 F 0.1076
6 F 0.1937
7 F 0.0374
8 S 1.0302

ii | DFT (the ωB97M-V functional and the def2-TZVPD basis) results for 2 unconnected molecules or ions with the total composition C2F4OS.

Bonds (Å) are listed after each position.
Cartesian coordinates (Å):
1 C -0.2808 -0.3869 -0.4232  C2 1.607, O3 1.094, F4 1.424
2 C 0.9297 0.4450 0.2281  C1 1.607, F5 1.339, F6 1.322, F7 1.380
3 O -1.3356 -0.5809 -0.2060  C1 1.094
4 F 0.4802 -1.2943 -1.2144  C1 1.424
5 F 2.0053 0.7620 -0.5033  C2 1.339
6 F 1.3575 -0.1333 1.3368  C2 1.322
7 F 0.5004 1.6671 0.7048  C2 1.380
8 S -3.6567 -0.4787 0.0772  no bonds

Highest occupied orbital energy (alpha / beta) ... -9.8 / -9.8 eV
Gap between HOMO and LUMO (alpha / beta) ... 7.63 / 7.62 eV
LUMO (alpha / beta) ... -0.080 / -0.081 Eh

Charges per atom according to Löwdin partitioning, unit e:
1 C -0.2990
2 C -0.4892
3 O 0.0031
4 F 0.0611
5 F 0.1705
6 F 0.1840
7 F 0.1098
8 S 0.2596

Energetically preferred structure: i | next structure: +0.0687 hartree

i | DFT (the ωB97M-V functional and the def2-TZVPD basis) results for a single CH3NOS2 molecule.

Bonds (Å) are listed after each position.
Cartesian coordinates (Å):
1 C -0.6464 0.5888 -0.1084  N2 1.495, S4 1.854, H6 1.137, H7 1.068
2 N 0.2154 -0.3846 -0.8454  C1 1.495, S5 1.653, H8 0.989
3 O 1.9192 -0.6319 1.4065  S5 1.915
4 S -1.4183 -0.7195 0.9546  C1 1.854, S5 2.260
5 S 0.6049 -1.4964 0.3138  N2 1.653, O3 1.915, S4 2.260
6 H -0.1670 1.4120 0.5116  C1 1.137
7 H -1.2960 1.0338 -0.8295  C1 1.068
8 H 0.7882 0.1978 -1.4032  N2 0.989

Highest occupied orbital energy ... -9.4 eV
Gap between HOMO and LUMO ... 7.97 eV
LUMO ... -0.052 Eh

Charges per atom according to Löwdin partitioning, unit e:
1 C -0.5763
2 N -0.4592
3 O -0.6210
4 S 0.6060
5 S 0.8129
6 H 0.0996
7 H 0.0588
8 H 0.0792

ii | DFT (the ωB97M-V functional and the def2-TZVPD basis) results for 2 unconnected molecules or ions with the total composition CH3NOS2.

Bonds (Å) are listed after each position.
Cartesian coordinates (Å):
1 C 0.3932 -0.1008 -0.0704  H6 1.125, H7 1.123, H8 1.114
2 N -1.0449 0.4807 -1.4009  S4 1.631, S5 1.804
3 O -3.1751 2.0585 -0.8671  S5 1.407
4 S -2.2456 -0.6057 -1.5937  N2 1.631, S5 2.059
5 S -2.3966 1.0157 -0.3329  N2 1.804, O3 1.407, S4 2.059
6 H -0.0500 -1.1191 -0.2530  C1 1.125
7 H 1.3497 0.1671 -0.5941  C1 1.123
8 H 0.1936 0.5463 0.8147  C1 1.114

Highest occupied orbital energy (alpha / beta) ... -8.6 / -8.6 eV
Gap between HOMO and LUMO (alpha / beta) ... 8.50 / 8.51 eV
LUMO (alpha / beta) ... -0.002 / -0.002 Eh

Charges per atom according to Löwdin partitioning, unit e:
1 C 0.0315
2 N -0.7405
3 O -0.5246
4 S 0.5289
5 S 0.6069
6 H 0.0207
7 H 0.0458
8 H 0.0311

Energetically preferred structure: ii | next structure: +0.0110 hartree